Record 1
{"formula": "C18H38O", "method": "ωB97M-V/def2-TZVPD", "smiles": "CCCCCCCCCCCCCCCCCCO", "lumo_energy_ha": 0.0288, "orbital_gap_ev": 9.6222, "total_energy_ha": -783.3500, "largest_force_ev_per_a": 18.39, "relative_energy_kj_mol": 1423.06, "spin_multiplicity": 1, "molar_mass_g_mol": 270.5, "elements": ["C", "C", "C", "C", "C", "C", "C", "C", "C", "C", "C", "C", "C", "C", "C", "C", "C", "C", "O", "H", "H", "H", "H", "H", "H", "H", "H", "H", "H", "H", "H", "H", "H", "H", "H", "H", "H", "H", "H", "H", "H", "H", "H", "H", "H", "H", "H", "H", "H", "H", "H", "H", "H", "H", "H", "H", "H"], "coordinates": [[-5.30259, -2.38925, 1.25670], [-4.33265, -1.77155, 0.08374], [-3.43237, -0.56844, 0.62388], [-2.62328, -0.04476, -0.42650], [-1.22748, -0.74363, -0.57346], [-1.21639, -2.11979, -0.78917], [0.18584, -2.60827, -0.94800], [1.11329, -2.51094, 0.02435], [2.52107, -2.95238, -0.21125], [3.39740, -2.13116, -1.09329], [3.26569, -0.39370, -0.73165], [3.89589, -0.15779, 0.47286], [3.99546, 1.05716, 0.79792], [2.60351, 1.86280, 1.31986], [1.83966, 2.44915, 0.00495], [0.40766, 2.94476, 0.69496], [-0.25408, 3.45182, -0.53231], [-1.67522, 4.11903, -0.04820], [-2.26050, 4.87836, -1.23978], [-5.87717, -3.22950, 0.86841], [-4.69044, -2.74490, 2.15288], [-6.00793, -1.69810, 1.57093], [-3.68815, -2.47540, -0.47734], [-5.06256, -1.42143, -0.58902], [-2.95568, -1.01727, 1.41265], [-4.21272, 0.15005, 1.03620], [-3.09968, -0.03554, -1.49328], [-2.74226, 1.12560, -0.14784], [-0.73287, -0.54831, 0.61405], [-0.53124, -0.11384, -1.08235], [-1.69601, -2.60539, -0.13543], [-1.59171, -2.23600, -1.76465], [0.62369, -1.84133, -1.81005], [0.20779, -3.61737, -1.53926], [0.76161, -3.31028, 1.01265], [1.00560, -1.48026, 0.86482], [2.54529, -3.94742, -0.50761], [2.98555, -2.89221, 0.93474], [2.99156, -2.21587, -2.26533], [4.39608, -2.40481, -0.82920], [3.79851, -0.11366, -1.54710], [2.33077, -0.05566, -0.69205], [5.07285, -0.54336, 0.54967], [3.49711, -0.93011, 1.36449], [4.38130, 1.91911, 0.01736], [4.61552, 1.37421, 1.62919], [1.88837, 0.91841, 1.77160], [2.71752, 2.45941, 2.16663], [1.73529, 1.59104, -0.70477], [2.48765, 3.46735, -0.25458], [0.60077, 3.88119, 1.12661], [-0.02308, 2.16929, 0.96270], [-0.46439, 2.98110, -1.31034], [0.23455, 4.47510, -0.84658], [-1.53563, 4.95865, 0.51904], [-2.34929, 3.46772, 0.49585], [-2.51750, 4.16833, -1.75930]], "nbo_charge": [-0.6091, -0.3748, -0.4204, -0.4081, -0.3413, -0.4328, -0.3877, -0.3760, -0.4222, -0.3804, -0.3921, -0.4153, -0.4086, -0.3734, -0.4054, -0.4123, -0.3579, -0.0771, -0.7263, 0.2078, 0.1957, 0.1998, 0.1933, 0.1883, 0.2063, 0.2001, 0.1988, 0.2149, 0.1516, 0.2153, 0.2017, 0.2037, 0.1671, 0.2152, 0.1715, 0.2148, 0.2085, 0.1905, 0.1976, 0.2144, 0.2098, 0.1950, 0.1965, 0.2042, 0.1940, 0.2164, 0.1570, 0.2006, 0.2109, 0.2130, 0.2255, 0.1963, 0.1736, 0.1920, 0.1722, 0.1598, 0.4475]}

Record 2
{"formula": "C3H3N3O", "method": "ωB97M-V/def2-TZVPD", "smiles": "C1=NN=CON=C1", "lumo_energy_ha": -0.0275, "orbital_gap_ev": 9.2253, "total_energy_ha": -355.4636, "largest_force_ev_per_a": 2.82, "relative_energy_kj_mol": 462.94, "spin_multiplicity": 1, "molar_mass_g_mol": 97.1, "elements": ["C", "N", "N", "C", "O", "N", "C", "H", "H", "H"], "coordinates": [[1.27148, -0.17050, 0.51427], [1.02434, -1.08497, -0.39620], [0.12090, -0.93598, -1.41452], [-1.08165, -0.55556, -1.14677], [-1.51677, -0.15332, 0.13512], [-0.91714, 1.04374, 0.58167], [0.37033, 0.97118, 0.86643], [2.04630, -0.48372, 1.28011], [-1.98962, -0.47032, -1.84980], [0.67183, 1.83946, 1.42970]], "nbo_charge": [-0.0158, -0.1923, -0.2804, 0.3566, -0.4247, -0.0652, -0.0192, 0.2155, 0.2048, 0.2207]}

Record 3
{"formula": "C32H25AsBF4MgN5S", "method": "ωB97M-V/def2-TZVPD", "lumo_energy_ha": -0.0115, "orbital_gap_ev": 7.2781, "total_energy_ha": -4766.9438, "largest_force_ev_per_a": 0.72, "spin_multiplicity": 1, "molar_mass_g_mol": 697.7, "elements": ["Mg", "N", "C", "N", "C", "N", "N", "C", "C", "C", "C", "C", "C", "N", "C", "C", "C", "C", "C", "C", "H", "H", "H", "H", "H", "H", "H", "H", "H", "H", "H", "S", "C", "C", "C", "C", "C", "C", "As", "C", "C", "C", "C", "C", "C", "C", "C", "C", "C", "C", "C", "H", "H", "H", "H", "H", "H", "H", "H", "H", "H", "H", "H", "H", "H", "F", "B", "F", "F", "F"], "coordinates": [[0.07965, 0.30423, 0.36518], [-3.94637, 0.38220, 2.04432], [-2.99508, 0.63537, 1.00979], [-1.67189, 0.89035, 1.45882], [-1.32014, 0.79370, 2.73599], [-0.05850, 1.04376, 3.15805], [0.75495, 1.13580, 2.09218], [1.95737, 1.56374, 2.17210], [2.70804, 1.58379, 0.90262], [4.03414, 1.98034, 0.83001], [4.67287, 1.97219, -0.39827], [3.97870, 1.56945, -1.52861], [2.65754, 1.18953, -1.37708], [2.02984, 1.20255, -0.20183], [-2.28625, 0.39502, 3.76642], [-1.92854, 0.19955, 5.09918], [-2.86049, -0.24092, 6.02094], [-4.16313, -0.50012, 5.59802], [-4.53284, -0.31900, 4.27909], [-3.59298, 0.13759, 3.35257], [-4.86058, 0.09185, 1.74476], [-3.35304, 1.45208, 0.37970], [2.39950, 1.89704, 3.10518], [4.55346, 2.27955, 1.73224], [5.71087, 2.27234, -0.47319], [4.44594, 1.54321, -2.50320], [2.07508, 0.85384, -2.22576], [-0.90382, 0.39763, 5.38180], [-2.58204, -0.39288, 7.05561], [-4.90077, -0.85233, 6.30998], [-5.54887, -0.52285, 3.95818], [-2.91700, -0.77901, -0.28308], [-3.49516, 0.05529, -1.74147], [-4.70010, -0.37816, -2.29691], [-5.18881, 0.18470, -3.46575], [-4.48305, 1.20313, -4.09038], [-3.28668, 1.64524, -3.54702], [-2.77678, 1.07725, -2.38121], [-1.07795, 1.68450, -1.65082], [-0.28694, 2.47978, -3.23854], [0.11084, 1.61140, -4.25587], [0.72201, 2.10270, -5.39903], [0.95113, 3.46827, -5.52923], [0.56292, 4.33413, -4.51721], [-0.05668, 3.84348, -3.37187], [-1.62292, 3.28843, -0.68873], [-2.90361, 3.82156, -0.75040], [-3.22922, 4.94236, 0.00583], [-2.27679, 5.53281, 0.82449], [-0.99263, 5.00378, 0.88892], [-0.67016, 3.88252, 0.14020], [-5.24582, -1.17003, -1.79917], [-6.12231, -0.16947, -3.88581], [-4.85789, 1.65008, -5.00307], [-2.73892, 2.43827, -4.04092], [-0.06385, 0.54523, -4.15738], [1.02306, 1.42216, -6.18628], [1.43137, 3.85544, -6.41931], [0.73911, 5.39836, -4.61570], [-0.36104, 4.52677, -2.59065], [-3.65320, 3.36598, -1.38605], [-4.23108, 5.35120, -0.04374], [-2.53648, 6.39854, 1.42092], [-0.24877, 5.45524, 1.53372], [0.32914, 3.46428, 0.20470], [2.11120, -1.58212, 0.68652], [0.87453, -2.05127, 0.25295], [0.82030, -3.38582, 0.02025], [-0.11272, -1.58698, 1.21211], [0.51094, -1.25263, -0.92657]], "nbo_charge": [1.7318, -0.6045, 0.0883, -0.7710, 0.4371, -0.4211, -0.3640, -0.0100, 0.1868, -0.2400, -0.1369, -0.2695, 0.0870, -0.5717, -0.1219, -0.1476, -0.2651, -0.1661, -0.2656, 0.2027, 0.3986, 0.1901, 0.1951, 0.2251, 0.2220, 0.2283, 0.2106, 0.2398, 0.2147, 0.2122, 0.2065, 0.1592, -0.1836, -0.2001, -0.1979, -0.2269, -0.1489, -0.3692, 0.8479, -0.3521, -0.2219, -0.2072, -0.2104, -0.2090, -0.1678, -0.3466, -0.2293, -0.2064, -0.2047, -0.2108, -0.1562, 0.2262, 0.2194, 0.2183, 0.2149, 0.2225, 0.2191, 0.2171, 0.2154, 0.2182, 0.2231, 0.2166, 0.2171, 0.2167, 0.2064, -0.5485, 1.3291, -0.5205, -0.5880, -0.6030]}

Record 4
{"formula": "C5H9O3Se", "method": "ωB97M-V/def2-TZVPD", "lumo_energy_ha": 0.1279, "orbital_gap_ev": 5.5819, "total_energy_ha": -2823.0718, "charge": -1, "largest_force_ev_per_a": 2.13, "relative_energy_kj_mol": 65.48, "spin_multiplicity": 1, "molar_mass_g_mol": 196.1, "elements": ["C", "C", "C", "C", "C", "O", "O", "O", "Se", "H", "H", "H", "H", "H", "H", "H", "H", "H"], "coordinates": [[2.69955, -1.70324, 0.18664], [-2.71526, 0.23481, 0.62254], [-1.48209, 0.54689, -0.21515], [-0.23380, -0.15250, 0.32226], [1.05310, 0.10158, -0.43774], [3.68883, -1.08371, 0.20180], [1.96597, -2.60755, 0.25507], [0.77110, 0.17840, -1.81496], [1.91634, 1.86552, 0.17029], [-2.86768, -0.84327, 0.69342], [-2.59390, 0.62333, 1.63449], [-3.61042, 0.68200, 0.18856], [-1.30776, 1.62751, -0.22944], [-1.63682, 0.22242, -1.24925], [-0.07087, 0.11640, 1.36994], [-0.39373, -1.23986, 0.27961], [1.62362, 0.22510, -2.25899], [3.19382, 1.20617, 0.28090]], "nbo_charge": [1.0151, -0.5977, -0.4079, -0.4919, -0.1577, -0.6139, -0.6100, -0.7895, -0.2576, 0.1916, 0.1905, 0.1872, 0.1885, 0.1993, 0.2031, 0.1971, 0.4677, 0.0860]}